Entry 1:
2 unconnected molecules or ions with the total composition C4H15N2O at a distorted geometry, computed with ωB97M-V/def2-TZVPD.

Structure (XYZ):
```
22
Properties=species:S:1:pos:R:3:nbo_charge:R:1
C 1.515 0.547 -0.759 -0.2669
N 1.904 -0.454 0.204 -0.6523
C 1.799 0.078 1.576 -0.4284
C 0.030 0.888 -0.601 -0.2204
N -0.622 -0.483 -0.322 -0.5584
C -1.340 -1.082 -1.515 -0.4132
H 1.681 0.281 -1.809 0.2213
H 2.116 1.467 -0.738 0.2137
H 2.840 -0.804 0.049 0.4018
H 2.250 1.069 1.647 0.1970
H 2.243 -0.620 2.280 0.2323
H 0.749 0.156 1.875 0.1797
H -0.467 1.205 -1.510 0.2283
H -0.175 1.452 0.302 0.2361
H 0.196 -1.071 -0.072 0.4567
H -1.337 -0.437 0.419 0.4613
H -0.661 -1.079 -2.365 0.2267
H -2.114 -0.358 -1.760 0.2167
H -1.638 -2.078 -1.211 0.2371
H -3.348 0.441 0.732 0.4881
H -3.000 0.357 2.220 0.5047
O -2.620 0.527 1.356 -0.9619
```

- ΔE to the lowest compared entry with this formula, charge and spin (eV) = 1.0416
- charge = +1


Entry 2:
C6H10N2O2 in the gas phase at a distorted geometry, computed with ωB97M-V/def2-TZVPD.

Structure (XYZ):
```
20
Properties=species:S:1:pos:R:3:nbo_charge:R:1
C 0.885 0.715 1.892 -0.4137
N 1.142 0.354 0.507 -0.6191
C -0.008 -0.034 -0.256 0.0142
C -1.062 1.047 -0.396 0.5786
N -0.963 2.203 -0.953 -0.7677
C 0.194 -0.866 -1.553 0.0854
C 0.656 -2.066 -0.705 -0.4173
C -0.604 -1.458 -0.060 0.0799
O -1.196 -1.333 -1.406 -0.5162
H 0.408 -0.130 2.409 0.1980
H 1.839 0.923 2.392 0.2064
H 0.232 1.599 2.014 0.1791
H 1.658 1.085 0.026 0.3684
H 0.516 -0.523 -2.543 0.2018
H 0.503 -3.044 -1.174 0.2181
H 1.603 -1.978 -0.165 0.2231
H -1.245 -1.829 0.746 0.2115
O -2.073 1.020 0.460 -0.6751
H -0.156 2.239 -1.573 0.3386
H -2.330 2.076 0.337 0.5059
```

- ΔE to the lowest compared entry with this formula, charge and spin (eV) = 4.2440


Entry 3:
A molecular structure, C48H61NaO6, computed with ωB97M-V/def2-TZVPD.

Structure (XYZ):
```
116
Properties=species:S:1:pos:R:3:mulliken_charge:R:1
Na -0.063 0.398 -2.829 0.4359
C 2.821 0.083 -4.711 -1.2438
O 2.215 0.613 -3.554 -0.4009
C 2.698 0.301 -2.302 0.1079
C 2.872 -1.021 -1.866 0.8076
C 2.523 -2.272 -2.666 -1.9287
C 1.195 -2.881 -2.268 0.7557
C 1.131 -3.813 -1.246 -0.6435
C -0.073 -4.309 -0.754 -0.0885
C -1.234 -3.774 -1.312 -1.1425
C -1.222 -2.824 -2.317 0.5086
C -2.503 -2.127 -2.731 -1.9192
C -2.829 -0.934 -1.842 0.9974
C -3.178 -1.129 -0.513 -0.3981
C -3.365 -0.071 0.373 0.5820
C -3.159 1.217 -0.104 -0.3886
C -2.811 1.473 -1.426 0.7473
C -2.494 2.906 -1.838 -2.1757
C -1.197 3.405 -1.235 0.8035
C -1.164 4.062 -0.015 -0.7548
C 0.029 4.399 0.624 0.2017
C 1.212 4.002 -0.010 -0.8393
C 1.234 3.348 -1.225 1.1085
C 2.520 2.815 -1.822 -2.0897
C 2.831 1.378 -1.424 0.8270
C 3.238 1.121 -0.120 -0.3873
C 3.502 -0.162 0.335 0.4759
C 3.309 -1.208 -0.561 -0.6296
C 3.973 -0.459 1.759 2.7019
C 3.083 -1.525 2.408 -1.7384
C 5.420 -0.974 1.705 -2.1465
C 3.940 0.788 2.645 -2.0772
C 0.014 3.106 -1.936 0.4011
O 0.007 2.594 -3.106 -1.1646
C 0.091 5.090 1.985 2.2069
C 0.870 6.410 1.872 -1.9621
C 0.795 4.181 3.005 -1.5644
C -1.300 5.409 2.536 -2.0248
C -2.719 0.384 -2.290 0.0706
O -2.329 0.608 -3.602 -0.3077
C -3.385 0.788 -4.507 -1.1123
C -3.786 -0.345 1.817 2.5683
C -3.593 0.880 2.716 -1.9221
C -2.973 -1.504 2.407 -1.8241
C -5.277 -0.719 1.828 -2.0892
C 0.013 -2.386 -2.887 1.0026
O 0.058 -1.531 -3.849 -1.1411
C -0.166 -5.263 0.434 2.4779
C -0.964 -4.590 1.562 -1.5127
C -0.868 -6.564 0.019 -2.0748
C 1.211 -5.623 0.994 -1.8152
H 3.797 -0.356 -4.487 0.4416
H 2.959 0.911 -5.413 0.2538
H 2.165 -0.667 -5.158 0.2991
H 3.316 -3.007 -2.480 0.6436
H 2.506 -2.076 -3.733 0.4310
H 2.069 -4.135 -0.805 0.2697
H -2.201 -4.082 -0.916 0.3099
H -3.336 -2.837 -2.667 0.5662
H -2.405 -1.797 -3.765 0.4298
H -3.249 -2.148 -0.152 0.2120
H -3.213 2.067 0.565 0.0529
H -3.319 3.543 -1.500 0.5046
H -2.420 2.976 -2.923 0.4840
H -2.115 4.289 0.458 0.3196
H 2.166 4.187 0.483 0.2726
H 3.353 3.439 -1.477 0.5697
H 2.457 2.887 -2.907 0.5264
H 3.321 1.969 0.549 0.1226
H 3.436 -2.230 -0.222 0.1576
H 3.113 -2.465 1.854 0.3145
H 2.034 -1.224 2.412 0.1019
H 3.423 -1.718 3.432 0.5193
H 5.484 -1.883 1.105 0.2827
H 5.783 -1.202 2.713 0.4851
H 6.082 -0.228 1.258 0.4208
H 2.928 1.191 2.714 0.3080
H 4.602 1.571 2.269 0.3243
H 4.270 0.525 3.655 0.4960
H 1.879 6.233 1.496 0.2730
H 0.947 6.904 2.847 0.4699
H 0.369 7.086 1.176 0.4165
H 1.810 3.939 2.684 0.3133
H 0.252 3.240 3.109 0.1320
H 0.854 4.666 3.986 0.5721
H -1.853 6.068 1.861 0.3872
H -1.209 5.911 3.504 0.4368
H -1.885 4.499 2.680 0.2218
H -3.993 1.663 -4.243 0.3116
H -4.039 -0.092 -4.540 0.3162
H -2.940 0.943 -5.489 0.2396
H -2.552 1.208 2.709 0.1933
H -3.867 0.624 3.743 0.5042
H -4.222 1.717 2.405 0.3568
H -1.899 -1.344 2.287 0.0901
H -3.219 -2.449 1.919 0.3870
H -3.208 -1.617 3.471 0.5318
H -5.887 0.107 1.454 0.3948
H -5.604 -0.960 2.845 0.4627
H -5.458 -1.588 1.193 0.3069
H -2.003 -4.439 1.263 0.3047
H -0.537 -3.610 1.783 0.0489
H -0.964 -5.216 2.463 0.5592
H -1.856 -6.355 -0.394 0.2933
H -0.992 -7.233 0.880 0.4540
H -0.289 -7.086 -0.747 0.4371
H 1.723 -4.730 1.357 0.0863
H 1.840 -6.104 0.241 0.3790
H 1.097 -6.315 1.834 0.4626
C 0.087 0.963 1.425 1.6082
C 0.041 -0.276 0.511 -1.1808
O 0.068 -1.390 1.079 -0.3411
O -0.018 -0.040 -0.718 0.4943
H -0.137 0.700 2.462 0.6353
H -0.589 1.738 1.062 -0.8460
H 1.092 1.390 1.379 -1.1134
```

- ΔE to the lowest compared entry with this formula, charge and spin (eV) = 0.0000
- charge = -2


Entry 4:
A molecular structure, C11H26AlCl2NOPS at a distorted geometry, computed with ωB97M-V/def2-TZVPD.

Structure (XYZ):
```
44
Properties=species:S:1:pos:R:3:nbo_charge:R:1
C 1.588 0.166 0.110 -0.6434
C 1.345 0.562 -1.474 -0.4197
C -0.222 0.347 -1.958 -0.4132
C -0.769 -1.206 -1.716 -0.2319
N -2.251 -1.290 -2.134 -1.1534
Al -3.376 -1.679 -0.621 1.3763
P -4.132 -3.913 -0.842 0.1908
S -4.945 -4.236 -2.622 -0.7282
C -5.071 -0.535 -0.477 -0.7169
Cl -6.320 -1.008 -1.814 -0.1243
C -4.817 1.082 -0.374 -0.1650
C -5.118 1.921 -1.750 -0.6555
Cl -6.074 1.711 0.890 -0.1743
H 0.554 -0.139 0.596 0.2174
H 1.994 1.099 0.722 0.2121
H 2.355 -0.728 0.235 0.2124
H 2.105 -0.069 -2.141 0.1928
H 1.655 1.697 -1.595 0.1931
H -0.284 0.515 -3.130 0.2058
H -0.937 1.126 -1.427 0.2009
H -0.590 -1.597 -0.622 0.1849
H -0.133 -1.874 -2.470 0.1685
H -2.257 -2.128 -2.787 0.3732
H -2.472 -1.580 0.683 -0.4225
H -5.157 -4.051 0.201 -0.0230
H -3.050 -4.850 -0.672 -0.0134
H -5.604 -0.849 0.544 0.2350
H -3.762 1.379 0.090 0.2341
H -4.982 1.318 -2.744 0.2516
H -4.334 2.817 -1.792 0.2025
H -6.182 2.453 -1.686 0.2306
C 5.972 0.703 3.398 -0.4310
C 6.211 1.800 2.392 -0.4312
C 5.362 1.348 1.224 -0.0676
O 4.255 0.619 1.770 -0.5290
C 4.517 0.363 3.157 -0.0675
H 6.176 1.000 4.429 0.2141
H 6.602 -0.163 3.159 0.1987
H 5.831 2.751 2.784 0.1996
H 7.263 1.934 2.129 0.2135
H 5.918 0.670 0.568 0.1644
H 4.992 2.186 0.626 0.1863
H 3.857 1.009 3.747 0.1658
H 4.285 -0.679 3.390 0.1865
```

- charge = -1


| no. | HOMO-LUMO gap (eV) | energy (Ha) |
| --- | --- | --- |
| 1 | 10.76 | -345.907429 |
| 2 | 10.19 | -494.487760 |
| 3 | 4.76 | -2479.587136 |
| 4 | 6.50 | -2467.040440 |